Entry 1:
ORCA calculation (ωB97M-V/def2-TZVPD) on 14 unconnected molecules or ions with the total composition H27O17S at a distorted geometry.

The geometry in ORCA input format:
```
! wB97M-V def2-TZVPD RIJCOSX def2/J DEFGRID3
* xyz -1 1
O 2.36507 3.17956 1.11740
H 1.49207 2.79956 0.87440
H 2.65207 3.51456 0.29040
H 2.92307 2.68356 1.66240
S 0.01307 0.45856 -0.10160
O -1.33793 0.56956 -0.29160
O 0.64507 0.69356 -1.40960
O 0.51207 1.54156 0.84340
O 0.42307 -0.81844 0.38140
O 3.11107 0.61656 -2.02660
H 2.30007 0.75256 -1.69160
H 3.29507 -0.18844 -1.56860
O 2.57207 -1.24444 1.81340
H 2.45607 -2.03244 2.32940
H 1.58607 -1.15644 1.43340
O -2.30393 -2.86544 0.36840
H -2.14493 -3.16744 1.15140
H -1.51893 -2.79544 -0.02060
O -2.54093 2.74056 -0.92960
H -3.30393 2.73956 -1.32760
H -2.06093 1.89556 -0.67660
O 0.86407 -0.92544 -3.40960
H -0.12193 -1.39144 -3.35860
H 0.94107 -0.17444 -2.71160
O -0.25093 2.22456 2.89340
H -1.05993 2.61656 2.43840
H 0.14407 1.77656 2.19040
O -0.78593 2.22156 -2.97860
H -1.36893 2.58456 -2.33360
H -0.08793 1.76456 -2.42160
O -0.95493 -1.83544 2.59140
H -1.84993 -1.45144 2.42040
H -0.54093 -1.32644 1.95640
O -3.17393 -0.92544 -1.47460
H -3.06593 -1.55244 -0.78160
H -2.62893 -0.33044 -1.07960
O -2.86593 0.36756 1.97540
H -3.69493 0.60156 2.00840
H -2.29693 0.78856 1.30340
O 0.33207 -3.28944 -0.27860
H 0.64507 -3.90944 0.23240
H 0.69807 -2.34744 -0.16360
O 3.66207 -1.64144 -0.52260
H 3.22007 -2.20344 -1.00660
H 3.10707 -1.55844 0.28940
*
```

* HOMO level: -6.7861 eV
* relative energy (zero: lowest compared OMol25 entry of this formula, charge and spin): 59.7 kcal/mol
* LUMO energy: 1.3 eV

***

Entry 2:
ORCA calculation (ωB97M-V/def2-TZVPD) on a molecular structure, C35H29N6RuSSe at a distorted geometry.

The geometry in ORCA input format:
```
! wB97M-V def2-TZVPD RIJCOSX def2/J DEFGRID3
* xyz 2 6
Ru -1.23538 -0.28642 -0.42357
Se -5.63415 2.85623 5.05998
N -5.47495 3.07465 3.30418
C -4.54668 2.26030 2.88760
C -4.13959 2.14382 1.50008
C -4.69370 2.89653 0.48719
C -4.24535 2.72429 -0.84291
C -3.27023 1.80358 -1.09881
N -2.69991 1.05287 -0.12383
C -3.10936 1.20997 1.19652
C -2.47794 0.44398 2.19142
N -1.45596 -0.39880 1.81829
C -0.88355 -1.19465 2.72291
C -1.25090 -1.19946 4.05269
C -2.25453 -0.32242 4.47295
C -2.87638 0.50655 3.56005
C -3.92317 1.44048 3.90992
N -4.37122 1.61522 5.12295
H -5.46813 3.61088 0.73026
H -4.66359 3.30714 -1.64949
H -2.91072 1.63203 -2.10699
H -0.08970 -1.84393 2.36787
H -0.76320 -1.86777 4.74650
H -2.56132 -0.27786 5.50960
C 5.74691 -0.33550 -1.46110
C 4.83041 -0.32125 -0.22392
C 4.24636 1.08483 -0.06075
C 5.64929 -0.65491 1.03738
C 3.75134 -1.36883 -0.40870
C 4.10584 -2.74354 -0.49181
C 3.17790 -3.75308 -0.69210
C 1.84813 -3.39822 -0.79649
S 0.46580 -4.41537 -1.05477
C -0.53401 -3.01405 -0.99931
N 0.11941 -1.84773 -0.78954
C 1.45762 -2.03650 -0.69306
C 2.42350 -1.03242 -0.51959
C -1.94426 -2.99717 -1.14315
C -2.71727 -4.16149 -1.30340
C -4.08388 -4.05211 -1.37279
C -4.69209 -2.79386 -1.27315
C -3.93123 -1.63331 -1.14698
C -2.55245 -1.70358 -1.07090
H 6.52603 0.41715 -1.34334
H 5.17903 -0.10271 -2.36384
H 6.23213 -1.30296 -1.59756
H 5.06235 1.78781 0.09993
H 3.58974 1.14248 0.81236
H 3.70398 1.41116 -0.95239
H 6.40936 0.11085 1.18756
H 6.16010 -1.61474 0.96157
H 5.00588 -0.67417 1.91935
H 5.14790 -3.02242 -0.40918
H 3.48323 -4.78806 -0.76579
H 2.11572 0.00246 -0.51826
H -2.23560 -5.13040 -1.36285
H -4.69011 -4.93731 -1.50811
H -5.77196 -2.72350 -1.28421
H -4.43871 -0.67842 -1.10073
N 0.12142 1.59743 -0.01253
C 0.71972 2.19039 -1.20790
C 0.74183 1.46866 -2.39658
C 1.35393 1.98964 -3.52557
C 1.93505 3.24794 -3.47268
C 1.88141 3.98421 -2.29846
C 1.28160 3.45809 -1.16342
H -0.34508 2.32213 0.52574
H 0.85536 1.24376 0.59959
H 0.25520 0.49772 -2.44583
H 1.37327 1.41962 -4.44501
H 2.41704 3.65752 -4.34974
H 2.31021 4.97662 -2.26390
H 1.25226 4.03995 -0.24945
*
```

* HOMO level (spin up / spin down): -10.3572 / -13.0798 eV
* relative energy (zero: lowest compared OMol25 entry of this formula, charge and spin): 5.4 kcal/mol
* LUMO energy (spin up / spin down): -6.9 / -9.8 eV

***

Entry 3:
ORCA calculation (ωB97M-V/def2-TZVPD) on 2 unconnected molecules or ions with the total composition C7H8ClISi at a distorted geometry.

The geometry in ORCA input format:
```
! wB97M-V def2-TZVPD RIJCOSX def2/J DEFGRID3
* xyz 0 1
C -2.43952 1.15608 -1.56276
C -1.70645 1.86927 -0.69002
C -2.04884 -0.16453 -1.80763
C -0.43702 1.41229 -0.32459
C -0.80268 -0.62949 -1.43920
C -0.11723 0.12282 -0.65711
C 2.36694 -1.24024 1.77467
Si 2.41596 -0.76192 0.00375
Cl 2.85600 -2.23412 -1.30958
I 4.31718 0.89621 -0.16158
H -3.37326 1.62604 -1.86764
H -2.11750 2.82782 -0.44503
H -2.77495 -0.81744 -2.23266
H 0.06563 2.08110 0.44581
H -0.52121 -1.58609 -1.80160
H 2.88649 -2.15510 1.79095
H 2.64181 -0.33430 2.40853
H 1.22349 -1.34059 2.02595
*
```

* HOMO level: -8.5450 eV
* relative energy (zero: lowest compared OMol25 entry of this formula, charge and spin): 0.0 kcal/mol
* LUMO energy: -0.4 eV

***

Entry 4:
ORCA calculation (ωB97M-V/def2-TZVPD) on a molecular structure, C4H7Cl at a distorted geometry.

The geometry in ORCA input format:
```
! wB97M-V def2-TZVPD RIJCOSX def2/J DEFGRID3
* xyz 0 1
C 0.98617 -0.15816 -0.00154
C -0.20678 -0.97001 -0.51784
C -1.08989 0.18593 -0.07210
C 0.00759 0.80992 0.56147
H 1.58299 -0.62840 0.93329
H 0.15334 -2.11296 0.19614
H -0.10231 -1.02192 -1.59787
H -1.58071 0.74170 -0.95504
H -2.07888 0.28330 0.64139
H 0.24300 1.87016 0.41633
H -0.16975 0.79304 1.59696
Cl 2.25521 0.20740 -1.20118
*
```

* HOMO level: -10.0767 eV
* relative energy (zero: lowest compared OMol25 entry of this formula, charge and spin): 66.0 kcal/mol
* LUMO energy: 0.9 eV

***

Entry 5:
ORCA calculation (ωB97M-V/def2-TZVPD) on 2 unconnected molecules or ions with the total composition C8H12Si2 at a distorted geometry.

The geometry in ORCA input format:
```
! wB97M-V def2-TZVPD RIJCOSX def2/J DEFGRID3
* xyz 0 1
C 0.03710 -2.45005 2.32809
C 1.23822 -1.91352 1.95772
C -1.06364 -2.14021 1.55610
C 1.34330 -0.98817 0.88153
C -1.01883 -1.16085 0.57668
C 0.20886 -0.60132 0.13883
C 2.07938 1.42727 -3.27212
C 1.80826 1.05264 -2.05011
Si -2.83834 2.51252 0.68655
Si 0.21697 0.45599 -1.42264
H 0.02411 -2.95686 3.22902
H 2.15938 -2.17881 2.50072
H -2.09012 -2.39219 1.75329
H 2.40741 -0.68593 0.55749
H -1.94415 -0.93490 0.04329
H 2.97397 1.94886 -3.41396
H 1.39236 1.51249 -4.11995
H 2.57847 1.19595 -1.29419
H -1.75614 1.87723 -0.11047
H -4.12024 2.46038 0.11871
H -2.53110 3.75375 1.21152
H -1.10522 0.20575 -1.85609
*
```

* HOMO level (spin up / spin down): -6.3187 / -7.6435 eV
* relative energy (zero: lowest compared OMol25 entry of this formula, charge and spin): 71.3 kcal/mol
* LUMO energy (spin up / spin down): -0.7 / -0.5 eV

***

Entry 6:
ORCA calculation (ωB97M-V/def2-TZVPD) on a gas-phase ion, C23H28F3OSi (charge +1) at a distorted geometry.

The geometry in ORCA input format:
```
! wB97M-V def2-TZVPD RIJCOSX def2/J DEFGRID3
* xyz 1 1
C 0.61145 4.31103 0.93117
Si -0.16136 2.66027 0.51472
C -1.16739 2.05268 1.95713
C -1.10060 2.82129 -1.08305
O 0.87802 1.36705 0.19009
C 1.87799 0.52874 0.23387
C 1.59087 -0.88302 0.46850
C 2.70637 -1.87259 -0.07505
C 3.99960 -1.21127 -0.53191
C 4.34744 0.02779 0.27330
C 3.24455 1.08701 0.18623
H -0.21779 4.99504 1.17906
H 1.28005 4.26677 1.80123
H 1.15596 4.74171 0.07881
H -1.76629 1.17218 1.69634
H -0.52683 1.78982 2.80921
H -1.84706 2.85976 2.26715
H -2.11112 2.41424 -0.95783
H -1.18573 3.88239 -1.35376
H -0.61579 2.28524 -1.90885
H 1.78091 -0.92101 1.55080
H 2.90693 -2.57580 0.75822
H 2.34656 -2.50081 -0.91200
H 4.80414 -1.96132 -0.47254
H 3.91990 -0.95709 -1.60042
H 4.53620 -0.24513 1.32123
H 5.28029 0.45482 -0.11008
H 3.34260 1.63304 -0.77050
H 3.38981 1.83261 0.99289
F -3.57733 -0.98991 -4.89911
C -3.24540 0.15017 -4.20745
F -2.65882 0.99898 -5.10683
F -4.42177 0.72254 -3.81219
C -2.33051 -0.11501 -3.03992
C -0.95537 -0.24434 -3.25095
C -0.10207 -0.49989 -2.17695
C -0.61175 -0.70924 -0.88507
C 0.29096 -1.40209 0.15147
C -0.50907 -1.86476 1.39157
C -0.34340 -1.36144 2.68486
C -1.14387 -1.87698 3.72233
C -2.06335 -2.89607 3.45406
C -2.19782 -3.43030 2.16035
C -1.41720 -2.90485 1.13593
C -1.99110 -0.53622 -0.69226
C -2.84453 -0.25136 -1.75749
H -0.54364 -0.17722 -4.25482
H 0.97070 -0.60762 -2.35638
H 0.45768 -2.35483 -0.36597
H 0.38653 -0.56650 2.88168
H -1.01875 -1.48720 4.74139
H -2.68645 -3.28119 4.26128
H -2.88419 -4.25142 1.95313
H -1.51067 -3.29675 0.11631
H -2.43450 -0.65413 0.29660
H -3.91399 -0.16783 -1.57956
*
```

* HOMO level: -11.9334 eV
* relative energy (zero: lowest compared OMol25 entry of this formula, charge and spin): 0.0 kcal/mol
* LUMO energy: -4.5 eV

***

Among the records above, which one has the highest relative energy (zero: lowest compared OMol25 entry of this formula, charge and spin)?
C8H12Si2

***

Copy entry 4 word for word.
ORCA calculation (ωB97M-V/def2-TZVPD) on a molecular structure, C4H7Cl at a distorted geometry.

The geometry in ORCA input format:
```
! wB97M-V def2-TZVPD RIJCOSX def2/J DEFGRID3
* xyz 0 1
C 0.98617 -0.15816 -0.00154
C -0.20678 -0.97001 -0.51784
C -1.08989 0.18593 -0.07210
C 0.00759 0.80992 0.56147
H 1.58299 -0.62840 0.93329
H 0.15334 -2.11296 0.19614
H -0.10231 -1.02192 -1.59787
H -1.58071 0.74170 -0.95504
H -2.07888 0.28330 0.64139
H 0.24300 1.87016 0.41633
H -0.16975 0.79304 1.59696
Cl 2.25521 0.20740 -1.20118
*
```

* HOMO level: -10.0767 eV
* relative energy (zero: lowest compared OMol25 entry of this formula, charge and spin): 66.0 kcal/mol
* LUMO energy: 0.9 eV

***

Please write out number 6 again, unchanged.
ORCA calculation (ωB97M-V/def2-TZVPD) on a gas-phase ion, C23H28F3OSi (charge +1) at a distorted geometry.

The geometry in ORCA input format:
```
! wB97M-V def2-TZVPD RIJCOSX def2/J DEFGRID3
* xyz 1 1
C 0.61145 4.31103 0.93117
Si -0.16136 2.66027 0.51472
C -1.16739 2.05268 1.95713
C -1.10060 2.82129 -1.08305
O 0.87802 1.36705 0.19009
C 1.87799 0.52874 0.23387
C 1.59087 -0.88302 0.46850
C 2.70637 -1.87259 -0.07505
C 3.99960 -1.21127 -0.53191
C 4.34744 0.02779 0.27330
C 3.24455 1.08701 0.18623
H -0.21779 4.99504 1.17906
H 1.28005 4.26677 1.80123
H 1.15596 4.74171 0.07881
H -1.76629 1.17218 1.69634
H -0.52683 1.78982 2.80921
H -1.84706 2.85976 2.26715
H -2.11112 2.41424 -0.95783
H -1.18573 3.88239 -1.35376
H -0.61579 2.28524 -1.90885
H 1.78091 -0.92101 1.55080
H 2.90693 -2.57580 0.75822
H 2.34656 -2.50081 -0.91200
H 4.80414 -1.96132 -0.47254
H 3.91990 -0.95709 -1.60042
H 4.53620 -0.24513 1.32123
H 5.28029 0.45482 -0.11008
H 3.34260 1.63304 -0.77050
H 3.38981 1.83261 0.99289
F -3.57733 -0.98991 -4.89911
C -3.24540 0.15017 -4.20745
F -2.65882 0.99898 -5.10683
F -4.42177 0.72254 -3.81219
C -2.33051 -0.11501 -3.03992
C -0.95537 -0.24434 -3.25095
C -0.10207 -0.49989 -2.17695
C -0.61175 -0.70924 -0.88507
C 0.29096 -1.40209 0.15147
C -0.50907 -1.86476 1.39157
C -0.34340 -1.36144 2.68486
C -1.14387 -1.87698 3.72233
C -2.06335 -2.89607 3.45406
C -2.19782 -3.43030 2.16035
C -1.41720 -2.90485 1.13593
C -1.99110 -0.53622 -0.69226
C -2.84453 -0.25136 -1.75749
H -0.54364 -0.17722 -4.25482
H 0.97070 -0.60762 -2.35638
H 0.45768 -2.35483 -0.36597
H 0.38653 -0.56650 2.88168
H -1.01875 -1.48720 4.74139
H -2.68645 -3.28119 4.26128
H -2.88419 -4.25142 1.95313
H -1.51067 -3.29675 0.11631
H -2.43450 -0.65413 0.29660
H -3.91399 -0.16783 -1.57956
*
```

* HOMO level: -11.9334 eV
* relative energy (zero: lowest compared OMol25 entry of this formula, charge and spin): 0.0 kcal/mol
* LUMO energy: -4.5 eV